Record 1
Molecular formula: C20H21F6N5O5S8SbZr
Method: DFT, ωB97M-V with the def2-TZVPD basis set

```
67
C20H21F6N5O5S8SbZr (ωB97M-V with the def2-TZVPD basis set)
H -2.498 1.382 -1.302
O -1.069 -2.133 1.445
H 3.770 3.222 1.058
H 0.554 4.450 -1.486
N -2.443 0.374 -1.422
H -0.504 1.533 -2.840
F -2.052 -0.790 3.627
H 5.374 3.027 -2.920
H -0.176 0.147 -3.887
C -0.110 5.109 -0.941
H 7.316 3.549 1.197
S 6.957 4.791 -1.248
C -3.015 -1.687 3.447
O -3.054 -0.485 1.060
C 4.578 2.857 -2.209
H -1.315 11.298 -2.238
S -0.910 9.059 -0.743
C -1.829 5.417 0.716
S -3.663 -1.696 1.680
C -2.064 10.636 -2.669
C -0.984 3.152 0.257
S 0.973 0.203 2.054
H 0.418 -1.100 -1.996
C -2.026 0.016 -2.777
N -3.247 -3.031 0.988
H -2.105 -1.067 -2.876
N 6.436 3.246 0.814
F -1.701 -4.589 -1.963
S 1.720 -1.096 0.648
C 3.372 2.302 -2.598
C 2.522 2.423 -0.476
Sb 1.664 -3.392 1.730
H 0.592 6.889 -1.906
S -1.755 -3.138 0.340
H 1.063 0.391 -1.721
F -3.127 -5.355 -0.530
H -2.649 0.481 -3.547
H 3.214 2.011 -3.631
N 0.187 -0.127 -1.807
N 2.360 2.079 -1.759
C 3.702 2.962 0.011
C -0.088 6.472 -1.175
F -3.562 -3.553 -1.644
S 3.198 -4.283 0.358
H -2.045 10.694 -3.756
C -1.814 6.779 0.473
O -1.404 -2.163 -0.801
H 1.683 2.240 0.192
F -2.576 -2.892 3.779
C 6.060 3.716 -0.383
C -0.978 4.561 0.011
H 5.940 2.491 1.257
O -5.080 -1.610 1.827
Zr -0.861 -0.369 0.348
H -3.341 -0.020 -1.168
C -1.860 9.200 -2.250
H -2.501 4.999 1.453
C -2.582 -4.232 -1.016
F -4.018 -1.370 4.269
C -0.583 0.446 -2.919
S -0.518 -4.681 0.823
H -2.479 7.437 1.018
C -0.944 7.310 -0.471
C 4.758 3.176 -0.867
H -3.049 10.951 -2.323
C -0.989 1.950 0.468
O -2.287 8.262 -2.864
```

Calculated values
2S+1: 1
Frontier orbital gap (eV): 6.32
Total charge: -1

Record 2
Molecular formula: C20H21FN4O2
Method: DFT, ωB97M-V with the def2-TZVPD basis set

```
48
C20H21FN4O2 (ωB97M-V with the def2-TZVPD basis set)
H 2.448 2.711 -0.052
H -1.110 -3.381 -5.426
C -1.784 -3.056 -4.648
H 2.686 5.996 2.982
C -3.524 -2.285 -2.623
H 0.101 -1.887 -2.582
H -0.198 -0.302 3.367
H -4.220 -1.979 -1.858
H -2.885 -1.695 -5.900
C 0.440 -3.747 0.262
N 0.299 0.232 -0.731
C 0.321 -1.129 -0.586
H 0.715 -3.010 2.256
C 0.499 -1.446 0.782
O -0.441 -5.565 -3.887
H 1.053 0.932 3.105
H 0.028 2.713 -0.046
C -3.622 -1.750 -3.895
H -2.444 -3.639 -1.377
O 1.831 2.990 3.643
C -2.769 -2.125 -4.917
C 0.743 -0.081 2.854
C 0.569 -2.760 1.216
C 0.551 6.021 3.335
H 2.519 1.912 1.532
H 0.711 -5.330 -1.795
C -1.643 -3.584 -3.369
N 2.060 3.908 1.603
N 0.587 -0.241 1.433
C 0.449 0.720 0.469
H 0.540 7.023 3.756
C 0.209 -2.132 -1.539
H 0.483 -4.785 0.559
C 1.938 3.983 2.949
H 0.271 6.085 2.285
C -0.602 -4.627 -3.131
H 2.030 4.750 1.052
C 1.937 5.395 3.499
C -2.527 -3.206 -2.363
C 0.508 2.173 0.769
H -0.194 5.422 3.853
H 1.503 -0.776 3.213
C 0.248 -3.444 -1.096
H 2.192 5.346 4.558
C 1.970 2.636 0.925
N 0.134 -4.521 -1.991
F -4.587 -0.843 -4.148
H -0.025 2.382 1.699
```

Calculated values
2S+1: 1
Frontier orbital gap (eV): 8.69
Total charge: 0
SMILES string: CCC(=O)NCCc1nc2cc(NC(=O)c3ccc(F)cc3)ccc2n1C

How do the records compare in strongest force on any atom? In the order shown, they have 0.008, 0.016 hartree/bohr.
How do the records compare in energy? In the order shown, they have -149579.7374, -33855.7245 eV.